# 1
C13H3BCl7F4O2Rh as an isolated structure. Source: the OMol25 dataset; level of theory: the ωB97M-V functional and the def2-TZVPD basis.

Cartesian coordinates (Å):
1 Rh -0.914 -0.383 0.750
2 Cl 0.089 2.172 -1.619
3 C -1.271 2.379 -0.600
4 C -1.600 1.408 0.330
5 C -2.708 1.594 1.117
6 Cl -2.964 0.258 2.235
7 C -3.533 2.698 1.052
8 Cl -4.896 2.836 2.077
9 C -3.194 3.682 0.121
10 Cl -4.168 5.084 -0.007
11 C -2.069 3.525 -0.696
12 Cl -1.669 4.745 -1.828
13 Cl 5.404 -2.961 -1.006
14 C 4.048 -2.089 -0.357
15 C 4.101 -0.698 -0.271
16 C 3.035 0.015 0.229
17 Cl 3.151 1.739 0.346
18 C 1.862 -0.616 0.666
19 O 0.888 0.156 1.145
20 C 1.842 -2.021 0.594
21 C 0.735 -2.778 1.091
22 O -0.314 -2.301 1.531
23 C 2.939 -2.748 0.078
24 H 4.983 -0.168 -0.604
25 H 0.867 -3.866 1.134
26 H 2.893 -3.828 0.029
27 F -0.326 -0.870 -1.100
28 B -1.546 -1.627 -1.589
29 F -1.862 -1.229 -2.830
30 F -1.292 -2.947 -1.412
31 F -2.510 -1.161 -0.609

## Properties
energy above the lowest of the compared OMol25 structures with the same formula, charge and spin: 57.3 kJ/mol
spin multiplicity: 1

=====

# 2
C43H38BrN2OP2RhS3Sb as an isolated structure at a distorted geometry. Source: the OMol25 dataset; level of theory: the ωB97M-V functional and the def2-TZVPD basis.

Cartesian coordinates (Å):
1 Rh 1.063 0.247 -1.855
2 C 0.114 1.136 1.680
3 N 0.028 -0.228 2.239
4 C 0.347 -1.319 1.303
5 P -0.156 -1.132 -0.482
6 C -1.872 -1.794 -0.509
7 C -2.688 -1.813 0.618
8 C -3.982 -2.317 0.543
9 C -4.473 -2.800 -0.662
10 C -3.668 -2.770 -1.795
11 C -2.376 -2.265 -1.719
12 C 0.616 -2.765 -1.024
13 C 1.546 -2.748 -2.060
14 C 2.188 -3.916 -2.470
15 C 1.892 -5.125 -1.852
16 C 0.936 -5.164 -0.843
17 C 0.301 -3.996 -0.438
18 C -0.420 -0.485 3.524
19 C -0.621 0.555 4.454
20 C -1.074 0.300 5.736
21 C -1.345 -0.995 6.167
22 C -1.132 -2.032 5.271
23 C -0.675 -1.793 3.981
24 P -1.491 1.528 0.777
25 C -1.104 3.071 -0.126
26 C 0.008 3.118 -0.963
27 C 0.284 4.265 -1.704
28 C -0.567 5.359 -1.649
29 C -1.720 5.290 -0.873
30 C -1.985 4.159 -0.115
31 C -2.404 2.189 2.245
32 C -1.972 3.304 2.968
33 C -2.663 3.731 4.093
34 C -3.799 3.043 4.517
35 C -4.241 1.942 3.804
36 C -3.548 1.523 2.669
37 H 0.944 1.154 0.979
38 H 0.306 1.870 2.455
39 H -0.067 -2.260 1.641
40 H 1.429 -1.428 1.244
41 H -2.314 -1.441 1.566
42 H -4.608 -2.329 1.429
43 H -5.479 -3.198 -0.722
44 H -4.048 -3.137 -2.741
45 H -1.761 -2.222 -2.610
46 H 1.742 -1.768 -2.520
47 H 2.920 -3.877 -3.270
48 H 2.390 -6.038 -2.162
49 H 0.682 -6.107 -0.372
50 H -0.462 -4.045 0.333
51 H -0.430 1.580 4.179
52 H -1.218 1.138 6.410
53 H -1.705 -1.188 7.169
54 H -1.321 -3.055 5.574
55 H -0.523 -2.645 3.337
56 H 0.648 2.225 -1.113
57 H 1.154 4.280 -2.352
58 H -0.352 6.251 -2.225
59 H -2.415 6.123 -0.859
60 H -2.891 4.112 0.478
61 H -1.091 3.846 2.642
62 H -2.315 4.598 4.642
63 H -4.335 3.373 5.400
64 H -5.125 1.405 4.126
65 H -3.902 0.668 2.103
66 S -0.772 1.963 -4.447
67 Sb -3.126 2.738 -4.296
68 S -0.733 0.178 -3.462
69 S -4.038 1.146 -3.009
70 O 2.416 1.123 -3.351
71 N 2.813 0.204 -4.178
72 C 3.863 -0.560 -3.840
73 C 4.269 -1.602 -4.649
74 C 3.589 -1.867 -5.824
75 C 2.524 -1.059 -6.157
76 C 2.153 -0.015 -5.324
77 H 4.317 -0.301 -2.893
78 H 5.117 -2.198 -4.342
79 H 3.885 -2.686 -6.468
80 H 1.956 -1.225 -7.061
81 H 1.330 0.659 -5.511
82 Br 6.422 0.971 2.277
83 C 4.948 0.716 1.090
84 C 4.339 1.817 0.511
85 C 3.257 1.615 -0.344
86 C 2.724 0.343 -0.630
87 C 3.411 -0.730 -0.036
88 C 4.508 -0.563 0.814
89 H 4.700 2.816 0.720
90 H 2.825 2.494 -0.814
91 H 3.095 -1.750 -0.236
92 H 5.007 -1.420 1.251

## Properties
total charge: -1
energy above the lowest of the compared OMol25 structures with the same formula, charge and spin: 191.3 kJ/mol
spin multiplicity: 1

=====

# 3
An isolated ion of composition C4H11N2 and charge +1 at a distorted geometry. Source: the OMol25 dataset; level of theory: the ωB97M-V functional and the def2-TZVPD basis.

Cartesian coordinates (Å):
1 C 1.538 -0.728 0.379
2 C 0.788 -0.417 -0.953
3 C -0.154 0.777 -1.049
4 C -2.424 1.027 -0.182
5 N -1.237 0.487 -0.050
6 N 0.569 -0.811 1.523
7 H 2.250 0.070 0.599
8 H 2.079 -1.692 0.413
9 H 1.466 -0.337 -1.844
10 H 0.260 -1.339 -1.054
11 H 0.163 1.773 -0.710
12 H -0.386 1.028 -2.083
13 H -2.703 1.701 -0.944
14 H -3.145 0.966 0.669
15 H 1.020 -0.949 2.416
16 H 0.013 0.066 1.637
17 H -0.098 -1.622 1.231

## Properties
total charge: +1
energy above the lowest of the compared OMol25 structures with the same formula, charge and spin: 203.5 kJ/mol
spin multiplicity: 1
SMILES: C=NCCC[NH3+]

=====

The records above give, respectively, calculated total energy values of -4404.061710, -6648.249410, -268.227398 Eh.